<i>
Below is a 2-piece molecular cluster, CH4ClN2O overall, with properties calculated with the ωB97M-V functional and the def2-TZVPD basis.

Properties
- Kohn-Sham gap (spin up / spin down): 7.944 / 7.634 eV

The geometry in ORCA input format:
```
! RIJCOSX wB97M-V def2-TZVPD def2/J DEFGRID3
* xyz 1 1
Cl -2.33396 -1.38031 -0.00612
O 0.01804 -1.30822 -0.78317
N 0.24295 -0.31954 -0.23186
N -1.88418 -0.03493 0.79461
C 1.40662 0.44039 -0.22805
H 1.73563 0.43389 0.81508
H 2.26629 -0.01838 -0.83080
H 1.10775 1.44473 -0.44428
H -2.55913 0.74238 0.91459
*
```

natural (NBO) population analysis, charges in e, atoms 1 to 6: 0.39 -0.03 0.39 -0.50 -0.53 0.31



<ii>
Below is a 2-piece molecular cluster, CH4ClN2O overall, with properties calculated with the ωB97M-V functional and the def2-TZVPD basis.

Properties
- Kohn-Sham gap (spin up / spin down): 8.502 / 7.733 eV

The geometry in ORCA input format:
```
! RIJCOSX wB97M-V def2-TZVPD def2/J DEFGRID3
* xyz 1 1
Cl 2.75617 -0.03360 0.02638
O 0.66189 0.88478 0.91942
N 1.69153 -0.72757 -0.99540
N -0.07906 0.29671 0.21014
C -1.45473 -0.03788 0.30414
H 1.72880 -0.10447 -1.83274
H -1.38225 -0.55990 1.25437
H -1.91376 0.96444 0.51240
H -2.00858 -0.68251 -0.39873
*
```

natural (NBO) population analysis, charges in e, atoms 1 to 6: 0.41 -0.07 -0.44 0.36 -0.51 0.36



Which of them is most stable, and which least? Most stable: <i>; least stable: <ii>.



<i>
Below is C26H40AsBaN5O6PS2 as an isolated structure, with properties calculated with the ωB97M-V functional and the def2-TZVPD basis.

Properties
- Kohn-Sham gap: 5.837 eV

The geometry in ORCA input format:
```
! RIJCOSX wB97M-V def2-TZVPD def2/J DEFGRID3
* xyz -1 1
Ba -0.60123 -1.52292 -1.10962
As 1.17382 -1.59967 -4.62599
S 1.33447 0.80526 -2.23115
S 2.46753 -1.71670 -0.21231
P -0.58059 0.87319 2.15824
O -5.04527 -3.03107 -0.11552
O -6.81810 -3.64096 -1.84172
O 0.10520 -2.28527 -3.56505
O -2.87840 -2.47159 -0.10807
O -0.89508 -0.01945 1.01054
O -7.01623 -3.49371 -4.04428
N -3.08108 -1.60420 -2.69269
N 0.37282 2.19287 1.92396
N 0.19940 -0.00280 3.31640
N -3.40177 -1.50646 -3.98897
N -2.00052 1.55675 2.69566
C 2.30333 3.30806 1.20094
C 2.14361 -0.28653 4.62984
C -4.07348 -2.27580 -2.12826
C -0.10670 3.21780 0.95829
C -4.57043 -2.10086 -4.27635
C -3.15832 0.30553 4.32434
C 5.08066 1.91362 -1.24045
C -3.14762 0.64806 2.83470
C 3.39321 -0.27781 -0.63562
C -5.05990 -2.61088 -3.09754
C 1.91397 -1.56759 3.80030
C 0.82669 0.50100 4.52843
C -6.37002 -3.32205 -3.03208
C 1.17720 -2.75998 -6.17813
C 2.93205 0.76745 -1.48429
C 0.55264 0.07361 -5.35254
C -1.99963 2.41589 3.88772
C 3.00323 -1.55330 -4.05589
C 4.68678 -0.15473 -0.09845
C 1.81925 1.95661 1.69446
C 5.52113 0.91347 -0.38181
C 3.80554 1.82741 -1.77311
C 1.16581 3.75380 0.28362
C 0.50352 -1.42927 3.20599
C -2.75600 1.63054 4.99006
C -3.99356 -2.62171 -0.65142
H 0.15321 -2.82863 -6.54297
H 0.02752 0.61983 -4.57521
H -4.98694 -2.13088 -5.26811
H 1.50597 -3.74827 -5.86101
H 5.71702 2.75583 -1.48709
H 0.97397 1.57971 4.47250
H 2.40380 -0.49469 5.66841
H 2.41476 3.99546 2.04540
H 3.53936 -0.78964 -4.61792
H 0.46868 -1.74192 2.16648
H 3.02876 -1.32964 -2.99327
H 3.43108 -2.53794 -4.24640
H -0.09556 -0.14615 -6.20303
H 1.40039 0.67595 -5.67393
H 2.30393 1.64630 2.61872
H 3.25661 3.22517 0.68250
H -4.12264 -0.06813 4.66847
H -2.74369 -1.08163 -4.61705
H 1.99340 -2.46840 4.40944
H -3.04276 -0.21157 2.17566
H 2.63757 -1.64218 2.98892
H -0.22332 -2.01789 3.77899
H -0.65596 3.99499 1.49434
H 1.82859 -2.39106 -6.97052
H -4.06147 1.18248 2.55596
H -6.15034 -3.36130 -1.12049
H -0.98019 2.67087 4.17071
H -2.13685 1.47617 5.87417
H -3.64128 2.18466 5.30618
H 1.28327 3.28708 -0.69550
H -2.40813 -0.46387 4.51796
H 1.98359 1.18590 0.93882
H 1.12733 4.83633 0.15426
H 2.96002 0.29405 4.20072
H -0.77830 2.77770 0.21848
H 5.02883 -0.94639 0.55735
H -2.51581 3.35312 3.66247
H 3.44356 2.60529 -2.43599
H 6.51109 0.95746 0.05793
H 0.19307 0.29020 5.40148
*
```

Löwdin population analysis, charges in e, atoms 1 to 6: 1.65 0.92 0.40 0.35 0.54 0.01



<ii>
Below is C26H40AsBaN5O6PS2 as an isolated structure, with properties calculated with the ωB97M-V functional and the def2-TZVPD basis.

Properties
- Kohn-Sham gap: 5.252 eV

The geometry in ORCA input format:
```
! RIJCOSX wB97M-V def2-TZVPD def2/J DEFGRID3
* xyz -1 1
Ba 1.31082 0.16977 -1.25106
As 0.49996 -2.58851 1.28358
S 2.75148 -2.63878 -0.65126
S 3.62816 0.40131 0.88082
P -1.27709 2.54147 0.08235
O -0.01999 -1.17916 0.53590
O 1.18286 -5.15066 -6.37250
O 2.18570 -0.21156 -3.54635
O 2.91603 -3.82080 -5.96721
O 3.30054 -1.66843 -4.84365
O -0.17027 2.29355 -0.87805
N -0.92051 1.88813 1.54445
N -2.66786 1.85373 -0.47772
N -0.86986 -2.77554 -3.66626
N -1.61647 4.13174 0.32393
N 0.03464 -1.80286 -3.46775
C -4.05381 -0.04615 -0.86263
C 7.01925 -1.75908 0.77492
C 0.42500 1.89135 2.14964
C -1.90852 4.73255 1.63071
C -2.60751 0.45993 -0.96933
C -1.91084 1.30304 2.45002
C 4.36206 -2.18618 -0.05415
C -2.35548 6.15516 1.28206
C -2.93462 6.01617 -0.12576
C 4.71513 -0.95556 0.54799
C 2.03253 -2.52076 2.44475
C 2.31318 -1.27046 -4.20289
C 1.66510 -4.19129 -5.80498
C -1.25884 1.44288 3.82106
C 5.35923 -3.15934 -0.21605
C 0.83735 -3.36979 -4.88212
C 1.07906 -2.15053 -4.20546
C -0.94255 -2.81385 2.59758
C -4.69910 0.87085 0.17877
C -4.03294 2.21329 -0.10687
C 6.66937 -2.96602 0.18404
C 0.22111 -4.19456 0.24901
C -1.97344 5.02831 -0.77887
C -0.44033 -3.72367 -4.51708
C 6.05110 -0.78638 0.94696
C 0.21562 1.20866 3.50365
H -0.80180 -4.53152 0.42451
H -1.89500 -2.72082 2.07599
H -1.66469 0.73964 4.54900
H 1.69893 -2.56670 3.48278
H 2.54577 -1.58058 2.22377
H -1.03037 -4.57786 -4.80085
H -4.43941 0.53535 1.18461
H -0.86766 -2.02899 3.35097
H 8.03660 -1.56690 1.09678
H 3.14860 -3.02424 -5.36910
H -3.06522 6.55169 2.00734
H -1.49011 6.82064 1.26162
H 0.79343 2.91597 2.25970
H 0.89739 1.58866 4.26263
H -2.06922 0.24572 2.20526
H -2.42078 4.46877 -1.60201
H 0.38943 -3.96845 -0.80071
H -3.93756 5.58357 -0.08128
H 6.31819 0.15864 1.40403
H -4.09344 -1.09759 -0.57967
H 2.69713 -3.34346 2.19206
H -1.74892 -2.73125 -3.18437
H -2.99566 6.96245 -0.66220
H -4.53931 2.71346 -0.94257
H -2.86997 1.82210 2.39119
H -1.41360 2.45624 4.20309
H -2.70390 4.18994 2.15419
H 0.40846 0.14033 3.38749
H -2.24823 0.43496 -2.00067
H 1.15991 1.31642 1.58483
H -5.78566 0.91396 0.10218
H 7.40348 -3.74769 0.02662
H -1.92512 -0.13813 -0.35571
H 0.93892 -4.95282 0.55377
H 5.07109 -4.09062 -0.68816
H -1.08624 5.53837 -1.16600
H -4.56539 0.06053 -1.82162
H -1.02868 4.72612 2.27623
H -0.88490 -3.78761 3.08884
H -4.05176 2.89971 0.74128
*
```

Löwdin population analysis, charges in e, atoms 1 to 6: 1.68 0.89 0.46 0.34 0.49 -0.77



Which of them is most stable, and which least? Most stable: <i>; least stable: <ii>.



<i>
Below is a 2-piece molecular cluster, C4H10S overall, with properties calculated with the ωB97M-V functional and the def2-TZVPD basis.

Properties
- Kohn-Sham gap: 10.103 eV
- Structure (SMILES): C=CC.CS

The geometry in ORCA input format:
```
! RIJCOSX wB97M-V def2-TZVPD def2/J DEFGRID3
* xyz 0 1
S -0.42640 4.72308 -0.99593
C 0.07804 -5.69914 0.68674
C 1.23952 -4.73098 0.55668
C -2.23174 5.03418 -0.42499
C 2.35480 -5.18072 1.13491
H -0.74898 -5.10025 1.20150
H -2.61162 4.20259 0.14218
H 3.34070 -4.83491 0.99242
H -2.14532 6.04420 -0.06397
H -0.04233 4.86041 0.35211
H 2.43138 -6.01286 1.81206
H 0.21735 -6.73383 1.25796
H -0.19230 -5.86328 -0.30062
H 0.93140 -3.81814 0.04766
H -3.00155 5.14667 -1.22655
*
```

natural (NBO) population analysis, charges in e, atoms 1 to 6: -0.10 -0.63 -0.18 -0.70 -0.40 0.20



<ii>
Below is a 2-piece molecular cluster, C4H10S overall, with properties calculated with the ωB97M-V functional and the def2-TZVPD basis.

Properties
- Kohn-Sham gap: 4.850 eV

The geometry in ORCA input format:
```
! RIJCOSX wB97M-V def2-TZVPD def2/J DEFGRID3
* xyz 0 1
S -0.20416 0.27790 -1.36361
C 0.62494 -0.40461 1.65093
C 0.83465 1.14360 1.46579
C -0.47443 -1.34300 -2.17244
C -0.65596 0.11124 1.88675
H 1.20633 -0.80968 2.47731
H 0.99936 1.60023 2.44015
H -1.00332 -1.20681 -3.11486
H 0.49086 -1.79644 -2.39573
H 0.18997 1.79423 0.86228
H 1.76603 1.19918 0.89266
H 0.80626 -0.98883 0.75843
H -1.33013 0.18203 1.03135
H -0.99550 0.40295 2.87392
H -1.05957 -2.01231 -1.54162
*
```

natural (NBO) population analysis, charges in e, atoms 1 to 6: -0.74 -0.41 -0.66 -0.72 -0.01 0.24



Which of them is most stable, and which least? Most stable: <i>; least stable: <ii>.



<i>
Below is a 2-piece molecular cluster, C4H10S overall, with properties calculated with the ωB97M-V functional and the def2-TZVPD basis.

Properties
- Kohn-Sham gap: 9.919 eV
- Structure (SMILES): C=C.CCS

The geometry in ORCA input format:
```
! RIJCOSX wB97M-V def2-TZVPD def2/J DEFGRID3
* xyz 0 1
S -0.42186 -2.64604 -0.52884
C 0.40155 -0.44042 -1.92608
C -0.41466 1.00195 1.93500
C -0.36969 -0.80223 -0.67159
C 0.29654 1.88191 1.21612
H -0.13580 -2.76851 0.78178
H 0.30399 -0.80800 0.17874
H -0.04970 -1.07685 -2.68907
H 1.45105 -0.66067 -1.74171
H -0.11731 2.48853 0.41170
H -1.27817 -0.21666 -0.56898
H 0.30798 0.58651 -2.27813
H -1.46849 1.12917 2.16125
H 0.16636 0.16029 2.28324
H 1.32822 2.17103 1.43658
*
```

natural (NBO) population analysis, charges in e, atoms 1 to 6: -0.07 -0.62 -0.40 -0.49 -0.39 0.12



<ii>
Below is a 2-piece molecular cluster, C4H10S overall, with properties calculated with the ωB97M-V functional and the def2-TZVPD basis.

Properties
- Kohn-Sham gap: 9.446 eV
- Structure (SMILES): C=C.CSC

The geometry in ORCA input format:
```
! RIJCOSX wB97M-V def2-TZVPD def2/J DEFGRID3
* xyz 0 1
S 2.01499 -2.47918 -0.75216
C -2.50766 4.97254 1.04433
C 0.74064 -3.09561 0.51379
C 1.26531 -0.80432 -1.13671
C -3.66621 4.28621 1.07916
H 1.13421 -3.22297 1.55496
H -1.64792 4.73076 1.75429
H 1.79724 -0.14390 -1.96590
H -3.47803 3.31841 1.63030
H 0.41863 -4.09352 0.14666
H 1.33790 -0.26924 -0.14194
H 0.06176 -2.29061 0.32469
H 0.17577 -1.07278 -1.47516
H -4.58625 4.46962 0.44145
H -2.44564 6.08814 0.76183
*
```

natural (NBO) population analysis, charges in e, atoms 1 to 6: 0.11 -0.40 -0.71 -0.76 -0.40 0.22



Which of them is most stable, and which least? Most stable: <i>; least stable: <ii>.